Entry from the Open Molecules 2025 dataset: C13H19NO4S in the gas phase at a distorted geometry (the ωB97M-V functional and the def2-TZVPD basis).

Results
* energy: -34304.2721 eV
* LUMO: 0.60 eV
* SMILES string: NCCC[C@@H]1OS(=O)(=O)O[C@H]1CCc1ccccc1
* HOMO energy: -0.342 Ha
* Kohn-Sham gap: 9.9 eV

Atoms and positions in Å:
N 5.1310 0.7129 0.3181
C 4.0949 -0.2473 -0.0667
C 2.8083 0.3790 -0.6139
C 1.7673 -0.6718 -1.0284
C 0.6452 -0.8287 -0.0354
O 1.1600 -1.4936 1.1734
S -0.0834 -1.9365 2.0436
O 0.1704 -3.1935 2.6457
O -0.5082 -0.8275 2.8262
O -1.0984 -2.1395 0.8288
C -0.4745 -1.7751 -0.4235
C -1.4407 -1.3183 -1.5143
C -2.8161 -0.8427 -1.0104
C -2.7094 0.4717 -0.2703
C -2.7608 0.5403 1.1109
C -2.5954 1.7532 1.7650
C -2.3834 2.9121 1.0388
C -2.3496 2.8610 -0.3415
C -2.5106 1.6485 -0.9917
H 4.9220 1.0688 1.2449
H 5.0749 1.5271 -0.2873
H 3.8430 -0.8532 0.8085
H 4.5020 -0.9371 -0.8136
H 2.4035 1.0630 0.1381
H 3.0769 0.9775 -1.4904
H 2.2522 -1.6458 -1.1519
H 1.3291 -0.4141 -1.9966
H 0.2843 0.1426 0.3226
H 0.0110 -2.6993 -0.7644
H -1.5381 -2.0947 -2.2716
H -0.9936 -0.4460 -2.0062
H -3.4651 -0.7094 -1.8800
H -3.2733 -1.6027 -0.3753
H -2.9153 -0.3748 1.6689
H -2.6259 1.7758 2.8476
H -2.2472 3.8578 1.5494
H -2.2054 3.7654 -0.9203
H -2.4818 1.5951 -2.0768

Here are the Mulliken charges for atoms 1 to 4, given in e:
1 N -0.636
2 C -0.652
3 C -0.644
4 C -0.862


Entry from the Open Molecules 2025 dataset: a molecular structure, C13H19O9P2Pd (the ωB97M-V functional and the def2-TZVPD basis).

Results
* energy: -54271.1903 eV
* charge: +1
* LUMO: -7.76 eV
* HOMO energy: -0.453 Ha
* Kohn-Sham gap: 4.6 eV

Atoms and positions in Å:
Pd -0.2025 1.9393 -0.5112
O 2.8356 2.2808 2.4101
P 1.6663 2.4189 1.3611
O 0.5007 1.4567 1.5717
O 2.1784 2.3098 -0.0378
O 1.1027 3.9043 1.6856
P -0.2302 4.4985 0.9880
O -1.4305 3.6935 1.6740
O -0.3261 5.9423 1.0982
O -0.1922 3.8734 -0.4535
H 3.1235 3.1113 2.8066
H -1.8361 4.2077 2.3839
O -1.9599 2.5815 -2.9300
C -1.2682 2.3124 -2.0920
C 2.1721 -0.3597 -2.3149
C 2.2930 -1.5166 -1.3131
C 2.9903 -1.0652 0.0004
C 1.0329 -2.1888 -0.9188
C 0.9300 -3.5494 -0.8538
C -0.2326 -4.1446 -0.3566
C -1.3705 -3.4372 0.1077
C -1.4075 -2.0844 0.0797
C -2.5892 -1.3065 0.5605
C -3.2556 -0.5532 -0.6012
C -2.2583 -0.3897 1.7509
C -0.1820 -1.3857 -0.4664
O -0.1345 -0.1834 -0.5400
H 3.1776 -0.1141 -2.6531
H 1.7693 0.5404 -1.8589
H 1.5826 -0.6423 -3.1882
H 2.9101 -2.2971 -1.7643
H 2.3520 -0.4031 0.5814
H 3.8861 -0.5095 -0.2726
H 3.2721 -1.9243 0.6086
H 1.7565 -4.1720 -1.1686
H -0.2651 -5.2283 -0.3079
H -2.2116 -3.9988 0.4915
H -3.3012 -2.0553 0.9152
H -2.5856 0.1860 -1.0353
H -4.1341 -0.0311 -0.2247
H -3.5765 -1.2336 -1.3902
H -1.6044 0.4391 1.4886
H -1.7851 -0.9457 2.5603
H -3.1926 0.0238 2.1292

Here are the Mulliken charges for atoms 1 to 4, given in e:
1 Pd 0.241
2 O -0.528
3 P 0.953
4 O -0.438


Entry from the Open Molecules 2025 dataset: a molecular structure, C13H19P2Sr at a distorted geometry (the ωB97M-V functional and the def2-TZVPD basis).

Results
* energy: -33197.2126 eV
* charge: -1
* LUMO: 2.23 eV
* HOMO energy: -0.030 Ha
* Kohn-Sham gap: 3.0 eV

Atoms and positions in Å:
C -0.5535 -0.7273 -4.0622
C -1.1390 -1.9019 -4.5593
C -0.1873 -2.9632 -4.5496
C 1.0618 -2.4832 -4.0613
C 0.9555 -1.1249 -3.7263
Sr 0.4140 1.8296 -1.6159
P -0.6047 4.6138 -1.0244
H -0.9891 0.2751 -3.9779
H -2.1709 -1.9909 -4.8990
H -0.3821 -3.9833 -4.8784
H 1.7458 -0.4433 -3.3923
H 1.9675 -3.0824 -3.9602
H -1.7018 4.9871 -0.1774
H -1.1553 5.1826 -2.2320
H 0.2250 5.7437 -0.7063
C 0.9192 -0.6605 -0.0820
P -0.1382 0.5710 0.8182
C 1.2016 1.8316 1.1206
C -0.3997 -0.1844 2.4413
C 0.6742 -0.7232 3.1745
C 0.4398 -1.2771 4.4355
C -0.8534 -1.2939 4.9719
C -1.9214 -0.7528 4.2428
C -1.7027 -0.1987 2.9811
H 0.3134 -1.2142 -0.8163
H 1.2848 -1.3738 0.6638
H 1.8094 -0.2209 -0.5783
H 0.7870 2.8522 1.0350
H 1.5337 1.6838 2.1531
H 2.0897 1.7049 0.4690
H 1.6893 -0.7144 2.7676
H 1.2747 -1.6969 5.0004
H -1.0285 -1.7270 5.9583
H -2.9295 -0.7629 4.6607
H -2.5297 0.2253 2.4053

Here are the Mulliken charges for atoms 1 to 4, given in e:
1 C -0.212
2 C -0.803
3 C -0.314
4 C -0.786


Entry from the Open Molecules 2025 dataset: C13H20 in the gas phase at a distorted geometry (the ωB97M-V functional and the def2-TZVPD basis).

Results
* energy: -13800.6244 eV
* LUMO (alpha / beta): 0.33 / 0.50 eV
* HOMO energy (alpha / beta): -0.276 / -0.270 Ha
* Kohn-Sham gap (alpha / beta): 7.9 / 7.8 eV

Atoms and positions in Å:
C -0.8214 1.9957 1.2098
C -0.2350 0.8920 1.7016
C -1.1790 2.3709 -0.2055
C -0.7837 1.3821 -1.4189
C -2.2222 -1.0276 0.3952
C -1.0569 -1.4649 1.2935
C -1.7889 -0.8617 -1.0302
C 0.0317 -0.4327 1.1563
C -0.5134 -0.1059 -1.1971
C 0.6631 -0.4833 -0.2206
C 1.0612 -1.9027 -0.6088
C 3.0279 0.2336 0.5106
C 1.8693 0.4275 -0.4569
H -0.9321 2.9153 1.8961
H -0.2126 0.9189 2.8829
H -2.2512 2.5827 -0.2936
H -0.6401 3.2845 -0.4473
H -1.5314 1.4468 -2.2471
H 0.1666 1.6827 -1.7307
H -3.0710 -1.6032 0.5976
H -2.5272 -0.0297 0.8082
H -1.5270 -1.6654 2.2412
H -0.7393 -2.4721 1.0319
H -1.7466 -1.7798 -1.5050
H -2.4612 -0.2961 -1.5176
H 1.8992 -1.7723 -1.2741
H 0.2564 -2.4529 -0.9589
H 1.4112 -2.3162 0.2907
H 2.5978 0.5166 1.4526
H 3.7359 0.9887 0.3712
H 3.4606 -0.7330 0.5365
H 2.1761 0.3440 -1.4838
H 1.4504 1.4081 -0.3644

Here are the Mulliken charges for atoms 1 to 4, given in e:
1 C -0.464
2 C -0.504
3 C -0.707
4 C -1.335


Entry from the Open Molecules 2025 dataset: a molecular structure, C13H20AsNO4PtS4 at a distorted geometry (the ωB97M-V functional and the def2-TZVPD basis).

Results
* energy: -130913.0662 eV
* charge: -2
* LUMO (alpha / beta): 4.34 / 3.52 eV
* multiplicity: 3
* HOMO energy (alpha / beta): 0.006 / 0.006 Ha
* Kohn-Sham gap (alpha / beta): 4.2 / 3.4 eV

Atoms and positions in Å:
Pt 0.2040 -1.1514 0.4053
S -1.6439 -2.3662 0.5634
S -1.7955 -4.0393 1.5131
S 1.2489 -3.7663 2.6621
S 1.6591 -2.1092 1.7780
C -2.6761 -2.4702 -3.0465
C -1.9194 -1.2514 -3.5696
As -0.4953 -0.6661 -2.3417
C 0.1768 0.8867 -3.3305
C 0.5605 0.6792 -4.7893
C 0.7874 -2.0291 -2.9659
C 2.1886 -1.9173 -2.3757
H -3.4891 -2.7538 -3.7205
H -3.1020 -2.2791 -2.0620
H -2.0170 -3.3338 -2.9428
H -2.6046 -0.4085 -3.6952
H -1.4741 -1.4594 -4.5455
H 1.0192 1.2510 -2.7426
H -0.6052 1.6462 -3.2452
H 1.3237 -0.0903 -4.9042
H 0.9717 1.6053 -5.1992
H -0.2937 0.3975 -5.4087
H 0.8300 -1.9680 -4.0561
H 0.3385 -2.9917 -2.7096
H 2.6650 -0.9732 -2.6453
H 2.8192 -2.7416 -2.7205
H 2.1650 -1.9507 -1.2858
O 3.0674 1.6459 0.1060
C 1.8441 1.6444 0.1973
O 1.1575 0.6240 -0.3662
C 1.1175 2.7306 0.8568
C 1.9584 3.7692 1.4991
C 1.5727 4.9392 2.0346
C 0.2729 5.5552 2.2011
C -0.9630 5.0017 1.9565
C -0.2519 2.7672 0.8558
H 3.0147 3.5446 1.4687
H 2.3953 5.5523 2.4029
H 0.2292 6.5643 2.5910
H -2.0678 3.4175 1.3285
H -0.3200 1.2759 -0.2465
O -2.0866 5.5382 2.1098
N -1.0952 3.6308 1.4882
O -0.9971 1.8690 0.1656

Here are the Mulliken charges for atoms 1 to 4, given in e:
1 Pt 0.633
2 S -0.116
3 S -0.320
4 S -0.276


Entry from the Open Molecules 2025 dataset: a molecular structure, C13H20CeClN3O2 at a distorted geometry (the ωB97M-V functional and the def2-TZVPD basis).

Results
* energy: -47803.8806 eV
* charge: +2
* LUMO (alpha / beta): -9.61 / -9.65 eV
* HOMO energy (alpha / beta): -0.573 / -0.573 Ha
* Kohn-Sham gap (alpha / beta): 6.0 / 5.9 eV

Atoms and positions in Å:
Cl 3.0816 0.9482 -1.2339
C -1.1451 2.1979 0.3390
C -2.1173 1.2755 -0.1965
C -1.7186 0.9152 -1.5291
H -3.0799 1.0387 0.2526
C -0.5045 1.6294 -1.8300
C -0.1449 2.4178 -0.6749
H 0.7373 3.0555 -0.6078
H -1.2427 2.7567 1.2707
H -2.2553 0.2667 -2.2286
C 0.2922 1.4915 -3.0629
Ce 0.0899 0.0980 -0.0571
C -0.0993 -2.5749 -0.8929
O -0.2572 -3.7119 -0.9389
C 2.7402 0.1129 0.6395
O 3.6974 -0.0863 1.2992
H 0.1395 0.5272 -3.5469
H 1.3613 1.5900 -2.8700
H 0.0214 2.2531 -3.7950
C -3.1758 -3.0080 2.8253
N -1.9058 -2.6165 3.4219
C -1.6601 -2.9941 4.8167
C -1.1493 -1.6740 2.8132
N -1.4729 -1.1389 1.6380
N 0.0275 -1.2799 3.4300
C 1.0649 -2.2433 3.7607
C 0.3831 0.1310 3.5701
H -3.6650 -3.6858 3.5250
H -3.0086 -3.5377 1.8785
H -3.8403 -2.1445 2.6612
H -0.7722 -3.6387 4.8831
H -1.5341 -2.1006 5.4510
H -2.5414 -3.5493 5.1452
H -2.4125 -1.4376 1.3744
H 2.0184 -2.0203 3.2479
H 1.2587 -2.1948 4.8409
H 0.7314 -3.2553 3.4950
H 1.3285 0.4112 3.0665
H -0.4219 0.7831 3.1960
H 0.5323 0.3579 4.6408

Here are the Mulliken charges for atoms 1 to 4, given in e:
1 Cl -0.313
2 C -0.551
3 C -0.362
4 C -0.769